Record 1
Entry from OMol25: a molecular structure, C19H68B2NO38 at a distorted geometry (ωB97M-V/def2-TZVPD).

Kohn-Sham gap = 0.251 Eh
energy relative to the best compared isomer or geometry (same formula, charge and spin) = 30.86 kJ/mol
E_HOMO = -6.76 eV
DFT total energy = -3728.4816 Ha
multiplicity = 1
net charge = -1

Last column: Löwdin charge in e.
Cartesian coordinates (Å):
C 0.951891 -3.760055 -0.955641  -0.091
C 0.474891 -2.889055 0.232359  -0.235
C 0.261891 -1.476055 -0.316641  -0.161
C -0.095109 -0.441055 0.810359  -0.118
N -1.037109 0.598945 0.431359  -0.186
C -1.285109 1.651945 1.462359  -0.120
C -2.258109 1.059945 2.427359  -0.134
C -3.075109 -0.060055 1.638359  -0.100
C -2.478109 0.029945 0.241359  -0.059
C -0.457109 1.359945 -0.828641  -0.091
C 0.884891 2.233945 -0.663641  -0.196
C 1.443891 2.653945 -2.067641  -0.073
H 1.197891 -4.852055 -0.721641  0.090
H 1.977891 -3.555055 -1.296641  0.056
H 0.255891 -3.614055 -1.838641  0.090
H 1.207891 -2.775055 0.984359  0.091
H -0.383109 -3.348055 0.669359  0.082
H -0.498109 -1.553055 -1.057641  0.085
H 1.184891 -1.169055 -0.971641  0.151
H 0.755891 -0.197055 1.380359  0.117
H -0.638109 -1.082055 1.652359  0.167
H -1.764109 2.620945 0.993359  0.160
H -0.383109 2.046945 2.136359  0.181
H -2.878109 1.791945 2.878359  0.103
H -1.742109 0.602945 3.062359  0.018
H -4.276109 0.046945 1.587359  0.134
H -3.039109 -1.026055 2.112359  0.065
H -3.091109 0.833945 -0.281641  0.148
H -2.411109 -0.867055 -0.250641  0.075
H -1.181109 2.059945 -0.779641  0.028
H -0.428109 0.808945 -1.871641  0.178
H 1.540891 1.710945 -0.024641  0.073
H 0.272891 3.015945 -0.016641  0.118
H 1.876891 1.639945 -2.587641  0.128
H 2.191891 3.583945 -1.898641  0.101
H 0.620891 2.822945 -2.827641  0.072
O 3.267891 -5.045055 -2.797641  0.144
C 4.486891 -5.033055 -2.772641  -0.442
O 5.183891 -4.030055 -2.514641  0.313
B 6.573891 -4.463055 -2.705641  -0.793
O 6.443891 -5.861055 -3.129641  0.377
C 5.300891 -6.093055 -3.125641  -0.556
O 4.911891 -7.245055 -3.357641  0.124
O 7.300891 -4.273055 -1.408641  0.313
C 8.250891 -3.562055 -1.703641  -0.519
O 9.152891 -3.481055 -0.866641  0.121
C 8.206891 -3.064055 -2.990641  -0.423
O 7.211891 -3.548055 -3.618641  0.307
O 9.189891 -2.644055 -3.610641  0.142
O 4.237891 -2.633055 -5.628641  0.060
C 4.146891 -2.077055 -4.428641  -0.375
O 5.083891 -1.439055 -3.834641  0.259
B 4.328891 -0.715055 -2.717641  -0.841
O 2.988891 -1.084055 -2.817641  0.284
C 2.880891 -1.867055 -3.842641  -0.420
O 1.856891 -2.233055 -4.419641  0.161
O 4.492891 0.741945 -2.946641  0.286
C 4.926891 1.318945 -1.920641  -0.440
O 5.093891 2.489945 -1.707641  0.128
C 4.931891 0.262945 -0.903641  -0.519
O 4.958891 -0.878055 -1.375641  0.304
O 4.915891 0.438945 0.276359  0.153
O -3.676109 -1.176055 4.941359  0.036
H -3.297109 -0.313055 4.935359  -0.004
H -2.918109 -1.554055 4.832359  -0.062
O 4.412891 5.032945 -1.933641  -0.003
H 5.266891 5.404945 -1.785641  0.062
H 4.711891 4.233945 -2.195641  -0.049
O -5.527109 3.045945 2.722359  -0.113
H -5.781109 2.022945 2.931359  0.094
H -6.343109 3.537945 2.847359  0.063
O 0.692891 5.857945 1.386359  -0.121
H 1.443891 5.644945 0.686359  0.062
H 0.817891 6.832945 1.366359  0.056
O 0.944891 4.616945 3.866359  -0.009
H 1.401891 3.840945 3.564359  -0.017
H 0.755891 5.111945 3.167359  -0.082
O -5.953109 0.459945 3.665359  0.061
H -6.049109 0.145945 2.848359  -0.079
H -6.672109 0.344945 4.208359  0.056
O -2.069109 -3.360055 -2.974641  -0.079
H -1.747109 -4.188055 -2.570641  -0.019
H -2.619109 -3.252055 -2.233641  -0.066
O -2.099109 0.909945 5.951359  -0.059
H -1.270109 0.559945 6.099359  -0.005
H -1.777109 1.745945 5.438359  0.051
O -2.716109 4.373945 -1.045641  -0.072
H -2.783109 4.461945 -1.940641  -0.010
H -2.164109 5.245945 -0.650641  0.183
O -3.677109 4.815945 3.680359  -0.042
H -4.291109 4.141945 3.368359  -0.013
H -3.551109 5.593945 3.164359  0.034
O -3.406109 -3.330055 -0.536641  -0.061
H -3.171109 -3.502055 0.429359  0.018
H -3.843109 -2.510055 -0.501641  -0.046
O 2.356891 2.470945 3.007359  -0.088
H 2.833891 2.010945 3.760359  0.098
H 3.011891 2.701945 2.285359  0.085
O 1.811891 4.883945 -4.709641  -0.018
H 2.665891 5.165945 -4.352641  0.039
H 1.735891 5.474945 -5.385641  -0.027
O -5.277109 -2.169055 2.674359  0.003
H -5.747109 -1.554055 2.024359  0.056
H -5.354109 -1.669055 3.362359  -0.096
O -7.068109 -0.307055 1.189359  -0.078
H -7.609109 0.555945 1.204359  0.118
H -7.384109 -0.762055 0.377359  0.081
O -1.394109 3.446945 4.903359  -0.114
H -0.561109 4.061945 4.846359  0.075
H -2.196109 3.945945 4.682359  0.004
O 3.075891 4.769945 0.424359  -0.121
H 3.181891 5.537945 1.078359  0.079
H 3.571891 5.076945 -0.414641  0.035
O -3.000109 -3.664055 2.047359  -0.074
H -2.531109 -3.977055 2.841359  0.076
H -3.751109 -3.208055 2.514359  0.032
O -1.632109 -5.834055 -2.036641  0.058
H -1.925109 -6.133055 -1.251641  0.003
H -0.897109 -6.299055 -2.221641  -0.038
O 1.009891 -6.784055 -3.013641  -0.002
H 1.714891 -6.284055 -2.624641  -0.005
H 1.124891 -7.598055 -2.617641  0.002
O -4.929109 3.067945 -0.162641  -0.102
H -4.080109 3.446945 -0.355641  -0.057
H -4.948109 3.024945 0.852359  0.025
O -4.737109 -1.179055 -1.630641  -0.009
H -5.604109 -1.037055 -1.320641  0.008
H -4.546109 -0.478055 -2.282641  0.086

Force components x, y, z for each atom (eV/Å):
0.77 -1.06 -0.36
0.93 0.17 -1.94
1.23 0.99 -0.35
-1.75 -4.75 1.53
1.02 1.34 -1.47
0.57 3.27 1.35
-4.82 1.34 -5.48
-1.99 1.19 0.19
-0.31 3.13 0.73
1.84 -2.03 -1.88
-4.21 0.59 0.52
0.63 -1.14 -0.18
-1.36 1.14 -0.03
-0.38 0.92 0.00
0.85 -0.57 1.05
1.10 -0.40 1.03
-1.02 0.08 0.32
-1.04 0.16 -0.57
-1.40 -0.37 1.56
1.19 1.55 0.11
0.63 1.07 -1.68
1.09 -2.06 0.37
-1.34 -1.13 -2.13
-0.47 0.68 0.49
3.96 -3.74 5.89
2.83 0.49 -0.14
0.70 -0.33 0.07
1.13 -1.09 0.13
0.13 -1.95 -1.52
-2.47 2.39 -1.39
-0.43 0.29 2.57
1.25 -0.34 0.53
2.60 -0.38 -1.29
-0.16 2.63 1.52
-1.70 -2.51 -0.94
0.78 0.68 1.15
0.21 -0.04 0.47
-6.68 1.46 -0.04
1.74 2.56 0.93
-0.31 1.40 0.99
11.45 4.18 0.26
-7.56 -10.30 -1.73
-0.97 0.90 0.15
-5.85 -4.01 -0.98
6.23 1.11 7.50
0.29 1.26 -1.41
5.27 1.93 -6.37
-2.42 -1.23 -1.02
-1.41 0.65 1.51
0.02 2.38 6.18
2.96 -3.68 -9.30
-0.09 1.10 2.02
3.22 -0.17 -0.54
-1.35 0.57 1.86
-5.76 -1.88 -2.72
1.49 0.96 2.18
-0.81 -0.10 -3.50
-0.56 1.13 1.37
0.52 0.89 -0.35
1.39 1.96 4.44
-1.00 -4.33 -3.65
-0.11 1.39 2.05
-6.77 2.62 0.53
-0.34 2.22 0.57
7.02 -4.98 -0.94
-1.74 4.48 0.94
0.91 1.27 0.41
0.77 -5.49 -1.38
-0.77 -3.09 0.28
0.92 3.09 0.01
-0.13 0.06 -0.02
2.17 1.15 -2.36
-1.94 -0.54 1.72
-0.60 -0.66 0.42
0.52 -2.29 5.73
0.62 -0.85 -0.45
-1.21 3.31 -4.95
3.72 3.24 3.19
-1.24 -2.36 -4.94
-2.72 -0.66 1.64
1.18 -0.45 -0.76
0.70 -0.38 -1.13
-1.92 1.29 1.49
-1.50 3.03 -2.11
2.74 -1.75 0.97
-1.13 -0.97 1.09
2.77 3.06 5.74
-0.08 0.68 -3.89
-2.28 -3.69 -1.93
0.77 -0.60 1.74
-0.28 0.29 -0.72
-0.36 0.33 -0.91
1.08 -1.74 1.87
-0.18 -0.04 -1.73
-1.01 1.64 -0.38
1.43 -0.55 0.16
-0.52 0.87 -1.70
-0.79 -0.56 1.28
0.90 -1.88 2.87
-0.07 -0.50 0.43
-0.84 2.39 -3.23
-0.86 -3.02 -7.98
0.94 -1.87 0.56
0.00 4.34 7.57
-1.65 1.62 -0.84
1.28 -1.93 -0.13
0.27 0.35 0.82
1.67 0.84 0.17
-2.00 -1.39 -0.36
0.31 0.28 -0.14
0.56 2.60 0.30
0.19 -1.79 -1.25
-0.58 -0.91 1.13
-0.47 0.36 2.42
0.33 -0.23 -0.80
0.19 -0.18 -1.11
-2.64 3.49 -2.63
-1.76 -1.38 4.20
4.61 -2.42 -1.51
-1.45 1.79 -0.98
1.09 1.10 -0.14
0.31 -2.99 1.02
-0.93 -0.85 2.45
0.79 0.57 -0.32
-0.17 0.13 -2.00
1.61 0.35 -0.84
-1.55 0.42 0.35
-0.18 -0.54 0.44

Record 2
Entry from OMol25: a single C2H2BrP molecule at a distorted geometry (ωB97M-V/def2-TZVPD).

Kohn-Sham gap (spin up / spin down) = 0.283 / 0.263 Eh
energy relative to the best compared isomer or geometry (same formula, charge and spin) = 158.52 kJ/mol
E_HOMO (spin up / spin down) = -8.25 / -8.23 eV
DFT total energy = -2992.6561 Ha
multiplicity = 1
net charge = 0

Last column: natural (NBO) charge in e.
Cartesian coordinates (Å):
C -0.277686 0.651519 -0.167685  -0.570
C -1.011756 0.138314 0.746242  -0.111
P 1.468967 -0.025949 0.200619  0.452
Br 1.442489 -1.564487 -1.368813  -0.229
H -0.508048 1.192616 -1.066361  0.231
H -1.113965 -0.392013 1.655997  0.227

Force components x, y, z for each atom (eV/Å):
1.17 -0.07 -0.31
0.78 -0.01 -0.18
-1.80 0.44 0.36
0.16 -0.32 -0.25
-0.23 0.25 -0.15
-0.08 -0.29 0.53

Record 3
Entry from OMol25: 2 unconnected molecules or ions with the total composition C2H7NO3 at a distorted geometry (ωB97M-V/def2-TZVPD).

Kohn-Sham gap = 0.367 Eh
energy relative to the best compared isomer or geometry (same formula, charge and spin) = 48.89 kJ/mol
E_HOMO = -9.56 eV
DFT total energy = -360.8950 Ha
multiplicity = 1
SMILES = CNC(=O)O.O
net charge = 0

Last column: natural (NBO) charge in e.
Cartesian coordinates (Å):
C -1.409287 -1.355005 0.956440  -0.411
N -0.008573 -1.327424 0.632036  -0.639
C 0.656300 -0.571400 -0.303734  0.881
O 1.831797 -0.704410 -0.482717  -0.617
O -0.195396 0.276367 -0.925836  -0.727
H -1.792085 -0.414599 1.379192  0.191
H -2.145062 -1.565393 0.175261  0.198
H -1.543945 -2.075666 1.762698  0.204
H 0.522160 -2.037994 1.071159  0.398
H 0.249976 1.142301 -0.982842  0.503
O 1.601374 2.660231 -1.008683  -0.921
H 1.364807 3.090982 -1.844779  0.477
H 0.867933 2.882009 -0.428197  0.463

Force components x, y, z for each atom (eV/Å):
-1.03 0.75 0.70
-0.58 0.26 -0.62
-0.89 -1.10 1.26
0.63 0.50 -0.53
-0.01 0.64 0.20
0.47 0.08 -0.06
0.58 -0.36 -0.38
0.00 -0.15 -0.17
0.69 -0.39 0.05
0.33 -0.45 -0.58
-0.50 -0.03 -0.37
0.22 -0.11 0.19
0.08 0.38 0.30

Record 4
Entry from OMol25: 6 unconnected molecules or ions with the total composition C26H61IN2O11P at a distorted geometry (ωB97M-V/def2-TZVPD).

Kohn-Sham gap = 0.231 Eh
E_HOMO = -10.32 eV
DFT total energy = -2602.8905 Ha
multiplicity = 1
net charge = +1

Last column: Löwdin charge in e.
Cartesian coordinates (Å):
C -1.970290 4.657031 -2.465718  -0.161
C -1.381635 4.283370 -1.016390  -0.752
I -1.036194 5.998922 0.283628  0.830
C -0.070949 3.332994 -1.197957  -0.175
C 0.922063 4.010965 -2.244226  -0.143
C 1.519808 3.157084 -3.378569  0.056
N 2.297398 4.192674 -4.067355  -0.217
P 3.134224 3.609255 -5.516479  0.789
O 2.071000 2.879571 -6.381007  -0.448
C 2.231097 5.499759 -3.494075  0.010
N 1.372411 5.382904 -2.346329  0.122
H -2.947997 5.246157 -2.277423  0.091
H -2.222523 3.707993 -3.057836  0.100
H -1.304213 5.362739 -3.075303  0.073
H -2.159950 3.625012 -0.491914  0.081
H 0.468483 3.119164 -0.216531  0.121
H -0.482368 2.338364 -1.613814  0.139
H 1.386230 2.054547 -3.609977  0.155
H 3.637996 4.723056 -6.294624  0.047
H 4.139026 2.628396 -5.217200  0.044
H 2.720167 6.453877 -3.865447  0.167
H 1.123472 6.176124 -1.734706  0.100
C -5.028885 0.718842 3.956647  -0.102
O -3.758891 1.085579 4.481042  -0.190
C -2.683850 0.686204 3.633657  -0.193
C -2.176541 1.850871 2.789810  -0.187
O -3.165286 2.291908 1.858343  -0.211
C -3.853628 3.452716 2.307083  -0.107
H -5.793174 1.293119 4.483577  0.093
H -5.110025 0.932811 2.888299  0.084
H -5.206665 -0.346564 4.131836  0.086
H -2.979746 -0.158587 3.002032  0.112
H -1.872295 0.347324 4.284732  0.128
H -1.316155 1.510249 2.204391  0.122
H -1.842435 2.679810 3.423180  0.109
H -3.221906 4.334313 2.155669  0.049
H -4.136785 3.383640 3.358621  0.089
H -4.760396 3.563497 1.710565  0.094
C 7.094390 2.122535 -6.966517  -0.108
O 6.106681 1.242524 -6.442754  -0.231
C 5.277839 0.684254 -7.467257  -0.201
C 5.713951 -0.732379 -7.827957  -0.195
O 7.006837 -0.742808 -8.427895  -0.189
C 8.029807 -1.103744 -7.508488  -0.106
H 7.854678 2.276613 -6.198378  0.092
H 7.578597 1.713684 -7.855753  0.090
H 6.638178 3.088076 -7.208535  0.080
H 5.265607 1.329898 -8.352023  0.130
H 4.258970 0.645387 -7.068715  0.112
H 5.015432 -1.135301 -8.567926  0.128
H 5.686962 -1.388458 -6.950730  0.127
H 8.020605 -2.187637 -7.355298  0.091
H 7.916287 -0.598846 -6.547402  0.081
H 8.990508 -0.818416 -7.938914  0.092
C -1.188977 -2.796189 1.989892  -0.108
O -1.310154 -2.736576 3.404393  -0.199
C -2.628526 -3.050507 3.851070  -0.206
C -2.722214 -4.489903 4.347214  -0.191
O -2.518445 -5.420918 3.286338  -0.200
C -1.197461 -5.946393 3.271252  -0.103
H -0.126660 -2.836942 1.740923  0.090
H -1.676642 -3.680212 1.572360  0.080
H -1.620558 -1.894050 1.543936  0.078
H -3.362845 -2.857655 3.060894  0.124
H -2.851825 -2.377998 4.685323  0.122
H -3.731938 -4.661731 4.733323  0.127
H -2.016239 -4.671605 5.165078  0.129
H -1.097933 -6.710860 4.048549  0.093
H -0.443641 -5.171761 3.423181  0.085
H -1.026574 -6.410163 2.298747  0.076
C 2.200985 5.151212 6.725311  -0.111
O 1.028350 4.730922 7.409468  -0.189
C -0.099650 4.627548 6.543809  -0.195
C -0.357548 3.181316 6.132200  -0.195
O 0.704600 2.669798 5.327657  -0.207
C 1.609605 1.864395 6.072230  -0.106
H 3.061919 4.931034 7.359271  0.091
H 2.330061 4.631160 5.773026  0.080
H 2.159593 6.230866 6.551169  0.087
H 0.024154 5.270759 5.665373  0.123
H -0.966657 4.991021 7.103776  0.126
H -1.265159 3.148008 5.520882  0.106
H -0.522041 2.545559 7.009047  0.132
H 1.170716 0.875039 6.237697  0.089
H 1.866087 2.314574 7.032620  0.086
H 2.523555 1.749607 5.487727  0.088
C -1.314004 -8.226718 -1.457507  -0.111
O -2.407662 -8.339765 -0.557072  -0.189
C -2.831145 -7.074440 -0.053076  -0.204
C -4.065366 -6.564272 -0.790132  -0.193
O -3.776229 -6.277655 -2.157674  -0.198
C -4.192327 -7.320091 -3.029970  -0.111
H -1.234384 -9.161871 -2.015060  0.091
H -1.450624 -7.409450 -2.169688  0.082
H -0.387578 -8.072593 -0.895380  0.086
H -2.014899 -6.344647 -0.099303  0.118
H -3.089056 -7.219852 1.000366  0.119
H -4.385123 -5.624724 -0.328051  0.122
H -4.894456 -7.275899 -0.709050  0.128
H -5.275613 -7.264205 -3.179190  0.088
H -3.927639 -8.307130 -2.646886  0.084
H -3.697761 -7.177116 -3.991748  0.089

Force components x, y, z for each atom (eV/Å):
-0.76 0.88 0.80
-0.18 -2.06 -1.16
0.02 -0.60 -0.67
-0.36 1.45 -0.12
1.10 -2.87 -2.29
-0.97 6.18 3.62
0.01 0.92 1.33
-3.28 -2.53 -4.36
2.62 1.89 2.54
-1.95 -3.23 1.56
1.67 -2.81 -3.37
1.51 -1.06 -0.45
0.49 1.35 0.89
-0.80 -1.19 0.89
1.12 1.18 -0.49
-0.77 0.41 -1.27
0.98 1.60 0.37
0.41 1.91 -0.01
0.06 -0.31 1.37
-0.02 1.10 0.60
-0.72 -1.64 0.52
-0.06 -0.72 -0.24
-0.03 0.03 0.20
0.00 -0.02 -0.45
0.12 0.37 0.39
-0.15 -0.40 -0.25
0.03 0.17 0.20
0.00 -0.01 -0.19
0.12 -0.06 0.04
0.05 -0.02 0.01
-0.07 -0.02 -0.09
0.00 0.10 -0.04
0.03 -0.02 -0.07
0.03 -0.02 0.06
-0.07 -0.08 0.00
-0.04 0.10 0.11
0.04 -0.05 0.01
0.08 -0.06 -0.03
0.06 -0.01 0.20
-0.06 0.17 -0.25
-0.02 -0.39 0.34
0.14 0.23 -0.47
-0.16 0.15 0.45
0.07 -0.13 -0.18
-0.12 -0.03 0.00
-0.08 -0.01 0.02
0.07 0.07 -0.13
0.09 -0.09 0.02
-0.03 -0.02 -0.05
-0.02 0.03 0.05
0.01 0.13 0.01
0.06 0.03 0.10
-0.05 0.01 0.01
-0.10 -0.04 -0.07
0.14 0.07 0.15
-0.24 -0.14 -0.29
0.35 -0.10 0.40
-0.34 0.01 -0.41
0.29 0.26 0.12
-0.12 -0.17 -0.02
-0.06 0.05 0.10
-0.03 0.02 0.04
-0.06 -0.02 -0.13
0.04 -0.12 -0.01
-0.03 -0.01 0.01
0.03 0.03 0.02
0.02 0.09 -0.09
0.12 0.01 -0.01
-0.03 0.05 0.03
-0.10 -0.01 0.06
0.00 0.03 0.21
0.02 -0.06 -0.47
-0.01 -0.29 0.49
0.12 0.28 -0.40
-0.01 0.07 0.30
-0.03 -0.12 -0.16
-0.13 0.04 0.02
-0.05 -0.01 0.01
0.07 0.02 -0.09
0.04 -0.10 -0.02
-0.01 -0.01 -0.03
-0.04 0.01 0.09
0.06 0.10 -0.01
0.07 -0.01 0.09
-0.05 0.04 0.00
-0.10 0.02 -0.05
-0.06 -0.19 0.08
0.11 0.38 -0.22
-0.42 -0.44 0.07
0.39 0.35 -0.09
-0.02 -0.35 0.15
-0.05 0.18 -0.08
-0.04 0.03 0.13
-0.03 0.01 0.05
0.08 0.05 -0.07
-0.07 0.02 -0.10
-0.01 0.07 -0.01
0.00 -0.04 0.04
0.13 -0.04 0.01
0.00 -0.11 -0.03
0.00 0.01 0.05
-0.03 0.09 0.07

> Which value of multiplicity does entry 4 give?

1